(1)
Computed, not measured: a structure of composition C32H56O18S, with the ωB97M-V functional and the def2-TZVPD basis.

Properties
Orbital gap in Ha: 0.2919
E in Eh: -3004.3342
ΔE to the lowest compared entry with this formula, charge and spin in kcal per mole: 619.96
2S+1: 1
LUMO in eV: -0.57

Last column: Löwdin charge in e.
Geometry (Å):
C (7.5112, -6.8137, -4.1586)  -0.104
C (8.2962, -6.0552, -5.2533)  -0.130
C (7.8465, -4.5823, -5.4660)  -0.106
O (8.9728, -3.8131, -5.2660)  -0.127
C (10.0517, -4.5878, -4.8688)  -0.539
O (11.1811, -4.0923, -4.7018)  0.116
O (9.6378, -5.7770, -4.6597)  0.132
H (7.6283, -6.1052, -3.3387)  0.110
H (8.1878, -7.6293, -3.9033)  0.123
H (6.4922, -7.1658, -4.3191)  0.039
H (8.3896, -6.5870, -6.2002)  0.149
H (7.0156, -4.1573, -4.9030)  0.014
H (7.6212, -4.5882, -6.5324)  0.148
C (3.9887, -4.6719, 1.4280)  -0.072
C (3.3638, -5.1285, 2.7326)  -0.271
C (3.1819, -4.1491, 3.8337)  -0.057
O (1.8016, -4.3856, 4.1446)  0.111
C (1.1926, -5.1400, 3.3137)  -0.627
O (-0.0240, -5.4162, 3.3850)  0.097
O (1.9865, -5.4295, 2.3405)  0.085
H (3.9631, -3.5844, 1.4966)  0.121
H (3.3104, -5.0070, 0.6433)  0.028
H (5.0287, -4.9983, 1.4260)  0.116
H (3.7943, -6.0499, 3.1247)  0.153
H (3.4842, -3.1192, 3.6434)  0.140
H (3.7617, -4.4765, 4.6966)  0.138
C (8.8113, -2.6461, -3.9087)  -0.052
C (8.0939, -1.9293, -2.7043)  -0.137
C (6.5481, -1.7753, -2.8377)  -0.121
O (6.0641, -2.2705, -1.5902)  0.062
C (6.9287, -3.0471, -1.0453)  -0.580
O (6.6189, -3.8295, -0.1329)  0.073
O (8.1276, -2.9135, -1.6063)  0.093
H (8.9048, -2.0072, -4.7869)  0.143
H (8.4506, -3.6708, -3.9977)  0.072
H (9.8244, -2.6951, -3.5094)  0.113
H (8.5898, -1.0476, -2.2985)  0.152
H (6.0667, -2.1417, -3.7444)  0.100
H (6.3426, -0.7078, -2.7579)  0.093
C (4.1058, -4.6316, -1.1513)  0.001
C (4.5950, -5.6095, -2.2505)  -0.197
C (3.6368, -6.0292, -3.4527)  -0.054
O (3.9841, -5.0310, -4.3786)  -0.018
C (5.2425, -4.6440, -4.2161)  -0.389
O (5.7793, -3.7063, -4.8041)  0.056
O (5.6666, -5.1021, -3.0107)  0.044
H (3.6919, -3.6782, -1.4794)  0.113
H (4.7374, -4.5227, -0.2696)  0.025
H (3.3281, -5.1438, -0.5848)  0.052
H (5.0643, -6.4208, -1.6939)  0.057
H (2.5748, -5.9705, -3.2139)  0.105
H (3.9463, -7.0390, -3.7222)  0.095
C (4.2514, -1.5440, -5.3230)  0.007
C (4.9460, -0.6572, -4.2514)  -0.431
O (6.0643, -0.1416, -4.4998)  0.002
C (4.3315, -0.4436, -2.9150)  -0.014
H (4.5751, -2.5824, -5.2523)  0.041
H (4.0932, -1.1695, -6.3343)  0.104
H (3.1933, -1.5797, -5.0637)  0.068
H (4.6052, -1.1651, -2.1451)  0.080
H (3.2475, -0.4170, -3.0256)  0.097
H (4.6932, 0.4811, -2.4652)  0.111
C (6.4611, -7.5039, -2.4920)  -0.091
C (5.8204, -8.4802, -3.4699)  -0.339
O (5.3935, -8.1008, -4.5211)  0.042
C (5.7468, -9.9456, -2.9287)  0.030
H (6.5463, -6.5078, -2.9262)  0.032
H (7.4764, -7.8879, -2.3920)  0.129
H (6.0395, -7.6098, -1.4924)  0.067
H (4.7755, -10.2797, -2.5639)  0.031
H (6.4476, -9.9708, -2.0942)  0.108
H (6.1687, -10.5660, -3.7194)  0.112
C (3.4766, -9.6566, -0.9737)  0.011
C (3.8268, -8.2561, -0.4384)  -0.308
O (4.7402, -7.5978, -0.9418)  -0.057
C (3.1017, -7.5924, 0.7210)  0.032
H (2.7437, -9.4282, -1.7474)  0.003
H (3.1419, -10.1750, -0.0752)  0.109
H (4.4271, -9.9250, -1.4348)  0.030
H (3.4775, -8.0065, 1.6566)  0.107
H (2.0588, -7.8552, 0.5442)  0.113
H (3.3896, -6.5420, 0.7655)  0.029
C (3.6311, -4.1412, -7.8692)  -0.023
C (2.4293, -3.7933, -7.0307)  -0.454
O (1.5587, -3.0752, -7.4499)  0.066
C (2.6122, -4.1931, -5.5390)  -0.042
H (4.5651, -3.6602, -7.5787)  0.085
H (3.3214, -4.1052, -8.9137)  0.081
H (3.7938, -5.2185, -7.8368)  0.073
H (1.6191, -4.4930, -5.2046)  0.102
H (2.7226, -3.4233, -4.7751)  0.091
H (3.4003, -4.9451, -5.5001)  0.014
C (1.6826, -10.4384, -5.3829)  -0.234
C (3.0677, -9.8531, -5.5669)  -0.178
C (3.4119, -9.0629, -4.2646)  -0.196
S (1.8007, -8.3249, -3.7432)  0.819
O (1.8073, -6.9069, -4.0907)  -0.350
O (1.5897, -8.7047, -2.3743)  -0.318
C (0.7333, -9.3243, -4.9150)  -0.167
H (1.7502, -11.2310, -4.6376)  0.117
H (1.3691, -10.9222, -6.3080)  0.118
H (3.1721, -9.3819, -6.5442)  0.122
H (3.8407, -10.6176, -5.6454)  0.116
H (4.2255, -8.3558, -4.4264)  -0.063
H (3.6092, -9.7587, -3.4491)  0.066
H (0.5150, -8.7337, -5.8046)  0.105
H (-0.1750, -9.6808, -4.4292)  0.104



(2)
Computed, not measured: a structure of composition C32H57IrN2O2P2, with the ωB97M-V functional and the def2-TZVPD basis.

Properties
Total charge: +3
Orbital gap (spin up / spin down) in Ha: 0.2088 / 0.1950
E in Eh: -2299.3921
ΔE to the lowest compared entry with this formula, charge and spin in kcal per mole: 0.00
2S+1: 6
LUMO (spin up / spin down) in eV: -9.05 / -12.47

Last column: Löwdin spin population.
Geometry (Å):
C (-0.6127, -2.4489, -1.9056)  0.054
C (1.6277, -2.4637, -1.0343)  0.029
C (-0.4548, -3.6921, -2.5097)  0.150
C (1.7935, -3.7739, -1.6133)  0.147
C (0.7830, -4.3667, -2.3364)  0.011
H (-1.2730, -4.1323, -3.0854)  0.006
H (2.7560, -4.2756, -1.4752)  0.005
H (0.9332, -5.3571, -2.7808)  -0.002
N (0.3709, -1.8472, -1.1750)  0.232
P (-2.3005, -0.7755, -0.4511)  0.163
P (2.4709, -0.0716, -0.0314)  0.212
C (-1.9157, -1.6907, -2.0407)  0.013
H (-1.7902, -0.9061, -2.8067)  0.000
H (-2.7279, -2.3582, -2.3750)  0.002
C (-0.2180, 1.6438, 0.9810)  0.119
O (-0.3150, 2.6570, 1.5719)  0.013
C (2.6705, -1.8016, -0.3739)  0.446
H (3.6531, -2.2855, -0.3575)  0.021
C (3.3204, 0.8522, -1.5109)  0.047
C (3.4959, 0.3265, 1.5417)  0.056
C (-3.6776, 0.5214, -0.9021)  0.011
C (-3.0283, -2.1532, 0.6661)  0.059
C (2.9072, 2.3368, -1.5195)  0.006
H (3.3965, 2.9017, -0.7123)  0.000
H (3.2104, 2.8019, -2.4770)  0.002
H (1.8198, 2.4558, -1.3959)  0.000
C (4.8557, 0.7434, -1.5422)  0.008
H (5.3398, 1.3152, -0.7341)  0.000
H (5.1860, -0.3080, -1.4822)  0.001
H (5.2250, 1.1537, -2.5024)  0.002
C (2.7980, 0.1312, -2.7740)  0.004
H (3.0894, 0.7113, -3.6713)  0.000
H (3.2387, -0.8751, -2.8555)  0.003
H (1.7050, 0.0090, -2.7689)  -0.001
C (3.7304, 1.8436, 1.6721)  0.002
H (2.7819, 2.4032, 1.5971)  0.001
H (4.1682, 2.0542, 2.6659)  0.001
H (4.4320, 2.2308, 0.9159)  0.000
C (2.7030, -0.1354, 2.7751)  0.009
H (1.7754, 0.4434, 2.9016)  0.002
H (2.4516, -1.2054, 2.7158)  0.003
H (3.3284, 0.0222, 3.6743)  0.001
C (4.8334, -0.4438, 1.5497)  0.021
H (5.4917, -0.1865, 0.7085)  0.000
H (5.3739, -0.2041, 2.4852)  0.004
H (4.6549, -1.5319, 1.5361)  0.002
C (-3.2997, -1.5470, 2.0587)  0.003
H (-3.6798, -2.3392, 2.7303)  0.001
H (-2.3862, -1.1333, 2.5084)  0.000
H (-4.0602, -0.7488, 2.0197)  0.000
C (-1.9659, -3.2756, 0.7633)  0.006
H (-1.9446, -3.8805, -0.1573)  0.002
H (-0.9495, -2.9040, 0.9428)  0.002
H (-2.2415, -3.9385, 1.6040)  0.000
C (-4.3090, -2.8219, 0.1165)  0.018
H (-4.4532, -3.7779, 0.6528)  0.006
H (-5.2135, -2.2206, 0.2742)  0.000
H (-4.2255, -3.0625, -0.9579)  0.001
C (-3.6800, 0.7642, -2.4234)  0.001
H (-4.0223, -0.1223, -2.9834)  0.000
H (-4.3751, 1.5945, -2.6510)  0.000
H (-2.6843, 1.0462, -2.7919)  0.000
C (-3.2881, 1.8264, -0.1778)  0.005
H (-2.3091, 2.1972, -0.5177)  0.001
H (-4.0521, 2.6002, -0.3827)  0.000
H (-3.2241, 1.6834, 0.9139)  0.001
C (-5.1209, 0.1543, -0.5083)  0.004
H (-5.5016, -0.7060, -1.0795)  0.000
H (-5.2313, -0.0529, 0.5670)  0.000
H (-5.7673, 1.0207, -0.7443)  0.001
Ir (0.0000, 0.0000, 0.0000)  2.533
N (-0.1873, 1.0767, -1.8166)  0.135
C (-0.2728, 1.7197, -2.7933)  0.032
C (-0.3878, 2.5169, -4.0298)  0.004
C (0.7241, 2.0933, -5.0225)  0.001
C (-1.7811, 2.2435, -4.6544)  0.000
C (-0.2266, 4.0181, -3.6759)  0.002
H (1.7234, 2.2815, -4.6002)  0.000
H (0.6444, 1.0242, -5.2728)  0.000
H (0.6142, 2.6846, -5.9480)  0.000
H (-2.5920, 2.5489, -3.9732)  0.000
H (-1.8746, 2.8216, -5.5896)  0.000
H (-1.9017, 1.1730, -4.8882)  0.000
H (-0.2992, 4.6132, -4.6024)  0.000
H (-1.0119, 4.3533, -2.9806)  0.000
H (0.7561, 4.2073, -3.2132)  0.000
C (0.1055, -1.3133, 4.0030)  0.012
C (0.0000, 0.0000, 3.2710)  0.061
C (-0.2936, 1.2447, 4.0781)  0.010
O (0.0000, 0.0000, 2.0000)  0.282
H (-0.8285, -1.4973, 4.5736)  0.002
H (0.9583, -1.2883, 4.7130)  0.002
H (0.2508, -2.1497, 3.2865)  0.000
H (0.4846, 2.0188, 3.9154)  0.002
H (-1.2864, 1.6481, 3.7896)  0.002
H (-0.3192, 1.0112, 5.1635)  0.001



- E of number 1 (C32H56O18S)?
  -3004.3342 Eh



- Which of these has the lowest E?
  C32H56O18S



- Which of these has the lowest E?
  C32H56O18S



- What is the formula in the second record?
  C32H57IrN2O2P2